Below is a structure of composition C26H34FN4O4PdSSiTe, with properties calculated with the ωB97M-V functional and the def2-TZVPD basis.

Each line ends with the Mulliken spin population.
Atoms and positions in Å:
Pd -0.818 -0.782 0.455  1.320
C 3.021 1.394 2.026  0.023
Si 2.604 -0.013 0.862  -0.050
C 3.985 -1.255 0.623  0.016
C 2.180 0.671 -0.817  0.005
N 1.157 -0.909 1.495  0.601
C 1.258 -1.773 2.502  0.104
C 2.343 -1.812 3.431  0.148
C 2.379 -2.704 4.471  -0.061
C 1.352 -3.634 4.646  0.210
C 0.277 -3.658 3.766  -0.102
C 0.247 -2.748 2.745  0.127
F -0.777 -2.816 1.875  0.040
H 3.748 2.050 1.544  0.000
H 3.441 1.085 2.983  0.001
H 2.133 1.992 2.229  -0.001
H 4.809 -0.758 0.106  0.001
H 3.642 -2.064 -0.025  0.002
H 4.390 -1.701 1.528  -0.004
H 3.118 0.911 -1.322  0.001
H 1.591 1.583 -0.767  -0.002
H 1.644 -0.055 -1.428  0.003
H 3.135 -1.087 3.328  0.005
H 3.208 -2.686 5.165  0.001
H 1.393 -4.344 5.460  0.009
H -0.525 -4.377 3.856  0.001
O -2.813 -1.420 -0.256  0.125
C -3.026 -2.095 -1.272  0.010
C -2.090 -2.637 -2.211  -0.037
C -2.669 -3.356 -3.278  0.003
C -1.881 -3.944 -4.222  0.001
C -0.479 -3.862 -4.153  0.000
C 0.110 -3.178 -3.132  0.019
C -0.656 -2.529 -2.116  -0.004
O -0.026 -1.894 -1.202  0.137
N -2.504 -4.679 -5.321  0.000
O -1.767 -5.201 -6.134  0.000
O -3.720 -4.726 -5.348  0.000
H -4.080 -2.314 -1.496  0.006
H -3.744 -3.445 -3.353  -0.001
H 0.112 -4.347 -4.916  0.000
H 1.186 -3.106 -3.061  0.000
C 0.461 4.855 -2.057  0.001
C -0.975 4.350 -2.002  0.000
N -1.079 2.888 -2.029  0.003
C -1.225 2.240 -3.334  0.008
C 0.068 1.668 -3.904  -0.003
C -1.002 2.144 -0.911  -0.012
C -0.918 2.827 0.425  0.045
N -1.031 0.850 -0.918  0.160
H 0.481 5.939 -1.947  0.000
H 0.933 4.606 -3.006  0.000
H 1.068 4.423 -1.260  0.000
H -1.530 4.721 -2.863  0.000
H -1.495 4.735 -1.127  0.000
H -1.633 2.986 -4.014  0.000
H -1.991 1.463 -3.251  0.000
H 0.863 2.412 -3.889  0.000
H -0.089 1.358 -4.936  0.000
H 0.419 0.797 -3.349  0.001
H -1.918 3.118 0.753  0.000
H -0.297 3.718 0.404  0.001
H -0.512 2.132 1.157  -0.014
H -1.032 0.433 -1.843  -0.016
Te -2.552 0.001 2.496  1.088
C -1.784 1.205 3.958  -0.076
C -2.527 1.816 4.951  0.080
C -1.740 2.578 5.834  -0.032
C -0.409 2.533 5.517  0.117
S -0.113 1.570 4.142  -0.005
H -3.599 1.713 5.030  -0.005
H -2.132 3.132 6.672  0.001
H 0.405 3.015 6.034  0.005

2S+1: 5
Expectation value of S²: 6.0633
Relative energy (zero: lowest compared OMol25 entry of this formula, charge and spin): 0.0 kJ/mol
Net charge: +1
Maximum force: 0.4 eV/Å
E_HOMO (alpha / beta): -0.39512 / -0.39376 hartree
Kohn-Sham gap (alpha / beta): 8.34 / 5.66 eV